{
  "formula": "C31H91ClFeO33",
  "method": "ωB97M-V with the def2-TZVPD basis set",
  "de_lowest_kcal_mol": 0.0,
  "spin_multiplicity": 5,
  "charge": 0,
  "homo_lumo_gap_ev": [9.691, 8.904],
  "lumo_ha": [0.016, 0.016],
  "e_tot_ev": -148098.73586,
  "symbols": ["Fe", "O", "C", "O", "O", "H", "Cl", "C", "C", "O", "O", "H", "H", "H", "H", "H", "H", "C", "C", "O", "O", "H", "H", "H", "H", "H", "H", "C", "C", "O", "O", "H", "H", "H", "H", "H", "H", "C", "C", "O", "O", "H", "H", "H", "H", "H", "H", "C", "C", "O", "O", "H", "H", "H", "H", "H", "H", "C", "C", "O", "O", "H", "H", "H", "H", "H", "H", "C", "C", "O", "O", "H", "H", "H", "H", "H", "H", "C", "C", "O", "O", "H", "H", "H", "H", "H", "H", "C", "C", "O", "O", "H", "H", "H", "H", "H", "H", "C", "C", "O", "O", "H", "H", "H", "H", "H", "H", "C", "C", "O", "O", "H", "H", "H", "H", "H", "H", "C", "C", "O", "O", "H", "H", "H", "H", "H", "H", "C", "C", "O", "O", "H", "H", "H", "H", "H", "H", "C", "C", "O", "O", "H", "H", "H", "H", "H", "H", "C", "C", "O", "O", "H", "H", "H", "H", "H", "H"],
  "coordinates": [[0.63587, -2.81473, -0.78620], [-0.77789, 0.71762, 0.44667], [-0.24381, -0.51876, 0.18320], [-0.24203, -1.42215, 0.99911], [0.23233, -0.80337, -0.94148], [-1.33658, 0.54123, 1.19606], [0.60104, -5.08025, 0.00382], [3.62080, -2.06126, 3.59615], [2.19796, -1.62880, 3.44503], [2.06064, -0.28774, 3.92228], [4.50495, -1.26411, 2.84143], [3.69227, -3.08861, 3.25623], [3.97558, -1.99585, 4.65451], [1.53983, -2.25505, 4.00880], [1.89666, -1.72594, 2.39374], [1.19531, -0.06300, 4.28803], [4.28768, -0.32139, 2.95473], [1.20605, 5.93765, -2.61707], [1.40939, 6.50333, -1.20439], [0.44812, 5.98796, -0.27542], [1.57437, 4.52679, -2.61762], [1.88942, 6.47804, -3.27730], [0.16026, 6.12896, -2.97675], [1.36342, 7.60257, -1.22744], [2.40984, 6.16630, -0.88607], [0.71229, 5.11332, 0.04845], [0.92231, 3.95168, -2.19250], [5.27734, 0.64354, -2.21725], [4.69332, 0.89727, -0.83088], [3.30388, 0.62117, -0.86549], [5.13619, -0.70158, -2.66458], [6.35130, 0.89297, -2.21762], [4.74384, 1.22551, -2.98477], [4.96572, 1.97285, -0.68750], [5.21809, 0.24863, -0.09217], [2.95912, 1.01684, -0.03706], [5.52810, -1.24500, -1.96480], [3.77569, -3.29945, -0.99677], [4.78662, -3.31742, 0.19390], [5.34119, -2.02866, 0.23016], [2.77574, -2.39427, -0.69613], [3.29130, -4.29249, -0.97985], [4.18125, -3.09734, -1.99074], [5.53702, -4.08228, 0.01729], [4.29943, -3.54383, 1.12504], [5.09212, -1.65631, 1.08602], [2.95012, -1.45704, -0.95674], [2.14285, 1.24647, -4.00204], [0.73989, 1.61136, -3.53481], [0.65041, 1.93225, -2.13481], [3.02780, 2.32257, -3.96823], [2.03748, 0.88719, -5.01643], [2.45066, 0.43684, -3.32849], [0.06104, 0.80142, -3.85153], [0.37002, 2.49064, -4.11565], [0.85852, 1.09485, -1.70673], [2.52861, 3.04185, -3.51666], [-3.24131, 3.55387, -1.82340], [-2.73437, 4.12565, -3.11084], [-1.56554, 4.84859, -2.80067], [-3.64646, 4.65496, -1.01987], [-2.42567, 3.03108, -1.38177], [-4.10401, 2.93797, -1.98411], [-3.53865, 4.66603, -3.60106], [-2.42252, 3.23599, -3.75440], [-1.59412, 5.15125, -1.88423], [-3.62986, 4.33604, -0.11878], [-2.20504, -3.45486, 3.43902], [-1.37258, -4.53359, 2.85838], [-2.06524, -5.49286, 2.07211], [-1.50614, -2.25334, 3.54064], [-2.53776, -3.85812, 4.38997], [-3.11415, -3.35615, 2.82321], [-0.71989, -4.95878, 3.61269], [-0.74077, -3.93162, 2.17298], [-1.45312, -5.89237, 1.43945], [-1.45691, -1.79769, 2.66506], [-3.38355, 0.41874, 3.03138], [-3.96816, 0.27362, 1.61336], [-3.97437, 1.55176, 0.95353], [-1.94996, 0.68051, 2.84168], [-3.47784, -0.54169, 3.57575], [-3.80393, 1.26370, 3.56105], [-5.01267, -0.05959, 1.63495], [-3.42355, -0.51037, 1.05455], [-3.16873, 2.08448, 1.11283], [-1.50905, 0.76992, 3.71818], [-1.52453, -3.98454, -2.30010], [-0.62268, -3.44390, -3.38167], [0.69687, -3.31797, -2.85661], [-1.47491, -3.02287, -1.22583], [-1.35911, -5.00508, -1.85834], [-2.50955, -3.93810, -2.76169], [-0.87388, -2.43026, -3.72090], [-0.68314, -4.15816, -4.21125], [1.42031, -3.06450, -3.43809], [-2.01548, -3.36217, -0.47522], [0.58904, -0.09151, 7.18094], [-0.72942, 0.39074, 6.45757], [-0.54369, -0.04421, 5.09430], [0.70970, -1.50820, 7.00619], [0.65548, 0.08737, 8.22297], [1.42307, 0.45112, 6.71593], [-0.87329, 1.42744, 6.43160], [-1.55250, -0.16465, 6.88371], [-0.90066, -0.91972, 4.94196], [1.04219, -1.84558, 6.16871], [-5.42267, -2.69136, -0.31172], [-4.96890, -3.88793, 0.52532], [-3.58781, -3.93755, 0.51930], [-5.21362, -2.76566, -1.70795], [-4.80573, -1.84911, -0.04712], [-6.50847, -2.54282, -0.02676], [-5.35361, -4.88254, 0.26516], [-5.35417, -3.61981, 1.53661], [-3.21918, -4.76038, 0.85304], [-5.68124, -3.54658, -2.06915], [-2.85177, 0.03748, -2.61302], [-3.51541, -0.48610, -3.85489], [-3.49668, -1.86470, -3.84241], [-3.79076, -0.19625, -1.56513], [-2.68170, 1.08314, -2.54525], [-1.94462, -0.55030, -2.37864], [-2.95508, -0.07272, -4.73659], [-4.54717, -0.15578, -3.87537], [-3.96590, -2.15668, -3.07797], [-3.73628, 0.50525, -0.91493], [1.37080, -3.11571, -6.45857], [2.76848, -2.60229, -6.02833], [2.65873, -2.62315, -4.58598], [1.32664, -4.48607, -6.23040], [1.19905, -2.89637, -7.54954], [0.63221, -2.58165, -5.85783], [3.00512, -1.56956, -6.29859], [3.56106, -3.25546, -6.42782], [3.44650, -2.33944, -4.08973], [1.54634, -4.67698, -5.30800], [-2.23646, 5.04610, 2.81279], [-1.05663, 4.83075, 3.72425], [-1.16365, 3.54468, 4.40811], [-2.24100, 4.13267, 1.62146], [-2.33015, 6.05093, 2.38340], [-3.17092, 4.89541, 3.33436], [-1.04184, 5.57904, 4.53720], [-0.07515, 4.95417, 3.21959], [-1.16003, 2.87834, 3.71792], [-1.43817, 4.39547, 1.12827], [1.60862, 3.16483, 2.42821], [3.04579, 2.69644, 2.27643], [3.09536, 1.32262, 1.94236], [0.91421, 3.38745, 1.23270], [1.62758, 4.15694, 2.86368], [1.01563, 2.43829, 3.02249], [3.74228, 2.93607, 3.10610], [3.50166, 3.20094, 1.42195], [2.61649, 0.77537, 2.61842], [0.69361, 2.50915, 0.86610]],
  "forces_ev_per_angstrom": [[-0.26, -0.40, 0.35], [1.29, -1.09, -1.71], [-0.05, 0.24, -1.31], [-0.80, -1.28, 3.27], [0.76, 1.99, -1.93], [-0.51, 0.33, 1.58], [0.21, 0.33, 0.13], [0.43, 0.33, 1.26], [-0.44, 0.41, -0.25], [0.85, 0.50, -0.35], [0.25, 0.44, -0.69], [0.21, -0.16, -0.07], [-0.58, -0.28, -0.49], [-0.43, -0.73, 0.40], [-0.02, 0.25, 0.09], [-0.48, -0.46, -0.02], [0.07, -0.40, -0.05], [-0.45, -0.33, 0.60], [0.20, -0.87, -0.32], [-0.30, 0.22, -0.02], [0.03, 1.11, -0.38], [0.09, -0.37, -0.09], [0.98, -0.46, 0.31], [-0.17, -0.36, 0.23], [-0.14, 0.40, -0.05], [0.29, 0.14, -0.18], [-0.27, 0.27, -0.01], [-0.16, -0.07, -0.50], [1.22, 0.09, -0.91], [-0.09, 0.45, 0.80], [-0.03, -0.66, 0.43], [-0.28, 0.21, 0.07], [0.30, 0.15, 0.51], [-0.63, -0.58, 0.46], [-0.38, 0.63, -0.33], [0.01, -0.52, -0.31], [-0.07, -0.09, -0.08], [0.51, -1.94, 1.35], [-0.31, 0.37, -2.17], [0.61, 0.15, 0.26], [-1.67, 1.83, 0.01], [0.14, 0.27, -0.41], [0.48, -0.09, 0.25], [0.34, -0.09, -0.06], [-0.57, -0.20, 0.27], [0.08, 0.29, 0.21], [0.36, -0.47, 0.29], [-1.05, -0.24, 0.78], [-0.60, 0.77, -0.85], [-0.02, -0.20, -1.14], [-0.29, 0.92, 0.46], [0.15, -0.34, -0.43], [0.41, -0.13, -0.23], [0.07, -0.09, 0.56], [0.35, -0.31, 0.61], [-0.09, -0.23, 0.47], [0.78, -0.08, -0.28], [-0.93, 0.98, -0.46], [0.75, -1.98, 0.01], [0.21, 0.39, -0.72], [0.23, 0.08, 0.03], [0.64, -0.77, 0.62], [-0.39, -0.81, -0.16], [0.18, 0.53, -0.21], [-0.40, 1.20, 0.48], [-0.32, 0.14, -0.01], [-0.03, 0.18, 0.60], [-2.20, -1.04, -0.08], [2.00, 0.93, -2.20], [-0.54, -0.39, 0.49], [0.23, 0.97, 0.22], [-0.13, 0.89, 0.69], [0.23, 0.15, 0.10], [0.05, -0.50, 0.09], [0.25, -0.70, 0.17], [0.40, 0.18, 0.16], [0.30, -0.53, 0.52], [1.09, -0.83, -0.86], [0.24, 0.81, 0.75], [0.17, -0.35, -0.32], [-0.84, 0.25, 0.48], [-0.15, 0.54, -0.07], [-0.39, 0.03, 0.14], [0.16, 0.20, 0.19], [0.14, 0.41, 0.09], [-0.28, -0.55, 0.25], [-0.25, -0.52, -0.49], [-0.81, 0.52, 0.41], [0.65, -0.25, -0.35], [0.12, -0.73, 1.45], [-0.27, -0.51, 0.42], [0.42, 0.90, -0.95], [-0.29, -0.20, 0.15], [-0.79, -0.46, 0.13], [0.28, 0.20, -0.11], [0.01, 0.29, -0.96], [0.04, 0.38, -0.55], [-0.39, -0.10, -2.27], [1.97, -2.78, 0.27], [0.01, 1.17, -0.19], [-0.25, -0.04, 0.88], [-0.36, 0.17, 1.05], [-0.01, -0.18, -0.02], [-0.20, 1.51, 0.20], [-0.44, 0.16, 0.18], [-0.34, -0.71, -0.14], [0.05, 0.83, -0.10], [-0.97, -0.79, 0.19], [-0.61, 0.54, 0.40], [1.29, 0.57, -0.66], [-0.59, -1.19, -0.54], [-0.08, 0.37, 0.44], [0.96, 0.23, -0.56], [-0.47, 0.35, -0.28], [0.16, -0.39, -0.20], [0.02, -0.30, 0.66], [0.30, 0.61, 0.31], [-0.38, -0.84, 1.19], [0.94, 1.49, -0.57], [0.92, -1.05, -1.54], [-0.47, -0.65, 0.62], [0.70, 1.01, -0.85], [-0.09, 0.42, -0.37], [-0.57, -0.69, 0.44], [-0.24, 0.54, -0.16], [-0.77, -0.31, 1.21], [0.05, 0.34, 0.20], [1.38, 1.16, -0.76], [-0.55, 0.47, 0.40], [0.56, -0.38, 0.48], [-0.41, -1.01, -0.10], [0.09, -0.46, 1.07], [-0.17, 0.15, -0.13], [-0.30, -0.07, -0.35], [-0.29, 0.02, 0.38], [-0.07, 0.10, -0.68], [-0.02, 0.20, -0.17], [-0.33, -0.20, -1.86], [0.25, -0.31, 0.88], [0.33, 1.04, -0.47], [0.63, 0.80, 1.29], [0.53, 0.06, 0.34], [-0.15, -0.49, 0.17], [-0.28, -0.25, -0.37], [-0.74, -0.27, 0.02], [-0.13, -0.20, -0.34], [-0.43, -0.31, 0.15], [0.25, 0.31, 0.78], [0.42, -0.08, -0.49], [-0.15, -0.80, 0.15], [-0.24, -0.89, -1.21], [0.06, -0.05, 0.70], [0.50, 0.47, 0.21], [-0.82, -0.15, 0.13], [-0.19, 0.19, -0.12], [0.15, 0.53, -0.26], [-0.13, 0.50, -0.18]],
  "lowdin_charge": [0.637, 0.111, -0.737, 0.017, -0.056, 0.034, 0.051, -0.219, -0.199, -0.079, -0.063, 0.119, 0.139, 0.110, 0.122, 0.057, 0.086, -0.198, -0.226, -0.086, -0.094, 0.117, 0.113, 0.120, 0.120, 0.043, 0.049, -0.224, -0.231, -0.075, -0.083, 0.124, 0.104, 0.135, 0.112, 0.070, 0.061, -0.223, -0.193, -0.078, -0.133, 0.099, 0.113, 0.118, 0.104, 0.048, 0.101, -0.264, -0.219, -0.077, -0.062, 0.112, 0.104, 0.114, 0.133, 0.039, 0.066, -0.266, -0.228, -0.076, -0.049, 0.105, 0.118, 0.120, 0.135, 0.074, 0.049, -0.259, -0.254, -0.091, -0.081, 0.126, 0.116, 0.126, 0.079, 0.039, 0.079, -0.145, -0.211, -0.074, -0.125, 0.120, 0.123, 0.130, 0.109, 0.066, 0.065, -0.211, -0.185, -0.132, -0.153, 0.106, 0.110, 0.126, 0.132, 0.049, 0.080, -0.189, -0.132, -0.123, -0.064, 0.104, 0.116, 0.096, 0.123, 0.063, 0.065, -0.222, -0.243, -0.089, -0.072, 0.081, 0.139, 0.130, 0.122, 0.060, 0.118, -0.206, -0.253, -0.050, -0.070, 0.084, 0.111, 0.135, 0.121, 0.025, 0.038, -0.249, -0.169, -0.115, -0.055, 0.141, 0.105, 0.116, 0.126, 0.092, 0.087, -0.157, -0.206, -0.075, -0.104, 0.126, 0.118, 0.131, 0.097, 0.036, 0.074, -0.234, -0.201, -0.106, -0.063, 0.110, 0.129, 0.133, 0.123, 0.059, 0.086]
}